Record 1
112
Properties=species:S:1:pos:R:3:forces:R:3 method="wB97M-V/def2-TZVPD" total_charge=+2 homo_energy_ev="-13.04 / -12.95" lumo_ev="-7.158 / -6.601"
Rh 0.18760 0.17610 -0.10740 0.652 0.989 2.467
S 3.23680 1.42870 3.11650 -0.280 -0.295 -0.378
C 3.97340 0.02280 2.41060 -0.474 -0.070 -0.178
C 5.26070 -0.45320 2.59380 -0.020 -0.083 0.016
C 5.60230 -1.64160 1.97910 0.107 0.079 0.144
C 4.67300 -2.34840 1.21370 0.023 -0.038 -0.055
C 3.40450 -1.85530 0.99510 -0.120 0.233 0.042
C 3.04460 -0.64850 1.59190 1.002 -0.271 0.055
N 1.82940 -0.02760 1.52290 -1.717 1.127 -1.172
C 1.77500 1.05100 2.26370 0.652 -0.043 0.210
C 0.61000 1.89560 2.32650 -0.498 0.229 -0.302
C 0.41920 2.79300 3.38340 -0.047 -0.111 -0.276
C -0.67750 3.63020 3.37950 -0.048 0.078 0.074
C -1.58230 3.58810 2.32520 0.268 -0.261 0.057
C -1.41630 2.67060 1.29580 0.005 -0.170 -0.799
C -0.32860 1.81700 1.28540 1.473 -1.344 -0.388
H 5.95860 0.08920 3.21290 0.122 -0.021 0.039
H 6.60140 -2.03020 2.10850 0.029 -0.082 0.011
H 4.95800 -3.30280 0.80010 0.032 -0.079 -0.132
H 2.67870 -2.39060 0.40030 -0.082 -0.111 -0.083
H 1.13540 2.81000 4.19350 0.010 0.092 0.100
H -0.83470 4.32060 4.19350 0.024 0.082 0.064
H -2.42540 4.26220 2.29990 -0.095 0.009 0.038
H -2.15220 2.63220 0.50570 0.106 0.025 -0.066
C -2.78690 2.50960 -4.99670 -0.044 0.027 -0.377
N -2.37280 2.54190 -3.60790 0.678 -0.623 0.509
C -3.19780 3.31530 -2.70150 -0.062 0.193 0.226
P -1.38790 1.37620 -3.03160 -0.448 -0.477 -1.790
O -0.95110 1.58710 -1.63940 0.226 -0.374 1.319
O -2.24240 -0.02570 -3.14880 0.399 0.376 0.123
P -2.13430 -1.38300 -2.30900 -0.744 -0.348 -0.727
O -1.06490 -1.41580 -1.27740 0.291 -0.116 -0.142
N -1.78860 -2.49050 -3.50520 -0.409 0.584 1.031
C -0.99530 -3.66550 -3.21580 0.194 -0.066 0.108
C -2.68440 -2.62700 -4.63760 -0.065 0.026 -0.115
N -3.65730 -1.44810 -1.62820 1.064 0.030 -0.529
C -4.84500 -0.89750 -2.25620 -0.117 0.186 -0.121
C -3.92200 -2.58940 -0.76970 0.074 -0.204 0.209
N -0.20470 1.16000 -4.19640 -0.906 0.134 0.923
C 0.74450 2.26210 -4.17250 0.252 0.466 -0.051
C 0.39920 -0.15790 -4.24960 -0.116 -0.416 -0.129
H -2.68500 3.50360 -5.43480 -0.025 -0.018 -0.028
H -3.82780 2.19050 -5.09120 -0.012 -0.004 0.028
H -2.14780 1.81490 -5.53800 -0.101 0.106 -0.121
H -3.17230 4.36780 -2.98670 -0.014 -0.005 0.027
H -2.79610 3.21060 -1.69590 -0.100 0.136 0.038
H -4.23710 2.97500 -2.71830 0.007 -0.015 -0.007
H -0.40340 -3.47410 -2.32290 0.058 -0.153 -0.031
H -0.33090 -3.86010 -4.06060 0.033 -0.082 0.020
H -1.62290 -4.54640 -3.05440 0.048 -0.038 0.004
H -3.27900 -1.72250 -4.74380 -0.091 -0.024 -0.135
H -3.34360 -3.49110 -4.52170 -0.068 0.032 -0.031
H -2.09270 -2.76440 -5.54530 -0.073 0.014 -0.042
H -4.57770 -0.03350 -2.85880 -0.107 0.017 -0.001
H -5.53510 -0.58100 -1.47150 -0.016 0.010 -0.036
H -5.35580 -1.63060 -2.88710 -0.010 -0.012 0.006
H -2.97650 -2.96430 -0.37540 -0.076 -0.129 0.094
H -4.43490 -3.39360 -1.30760 0.040 0.003 0.031
H -4.54730 -2.28160 0.07260 0.037 0.003 -0.036
H 0.18660 3.19480 -4.20440 0.090 0.166 -0.073
H 1.38130 2.20570 -5.05480 -0.017 0.019 -0.027
H 1.35420 2.25390 -3.26350 0.030 0.044 -0.159
H -0.32080 -0.85500 -4.67400 0.149 -0.103 0.009
H 0.69540 -0.51890 -3.25660 0.095 -0.041 -0.131
H 1.27190 -0.12380 -4.90100 0.022 0.040 0.034
C 4.77750 1.90450 -2.86640 0.111 0.732 0.149
N 4.36150 0.53020 -2.94580 -0.622 -0.496 0.384
C 4.90540 -0.45130 -3.73300 0.010 -0.760 -0.302
C 4.17170 -1.57510 -3.55860 0.514 0.152 -0.366
N 3.18690 -1.27230 -2.65080 0.093 0.359 0.113
C 3.30420 0.02080 -2.27920 -0.636 -0.311 0.033
S 2.31810 0.92730 -1.23910 -0.243 0.888 0.405
H 5.62620 2.07260 -3.52550 -0.050 -0.113 0.018
H 5.05740 2.15860 -1.84260 -0.002 -0.044 -0.084
H 3.95120 2.55150 -3.16690 0.089 -0.014 0.016
H 5.76340 -0.28210 -4.35320 0.099 0.058 -0.054
H 4.26780 -2.53920 -4.01120 0.050 -0.198 -0.038
H 2.46750 -1.89880 -2.32480 0.075 0.158 0.042
F -3.37190 -6.31170 5.23730 0.023 0.031 -0.038
C -2.87020 -5.35110 4.46030 0.086 0.213 -0.183
C -3.64050 -4.23320 4.18310 -0.010 -0.343 0.178
C -3.10960 -3.23760 3.38510 0.014 0.265 -0.148
C -1.81380 -3.34400 2.90420 0.269 0.341 -0.726
C -1.06920 -4.48610 3.15940 0.124 0.024 -0.090
C -1.59260 -5.49880 3.94140 -0.165 -0.113 0.148
Sb -0.85560 -1.58200 2.01210 -0.753 0.703 1.155
C 0.48990 -1.39450 3.71190 -0.518 0.005 -0.683
C 0.38940 -0.41870 4.69080 -0.110 -0.087 0.092
C 1.33680 -0.34860 5.70010 0.207 -0.044 0.146
C 2.39360 -1.24500 5.70050 -0.187 0.094 -0.242
F 3.34110 -1.13940 6.63840 -0.076 -0.029 0.000
C 2.51120 -2.22720 4.73110 0.105 0.050 0.283
C 1.54860 -2.29460 3.74320 -0.193 -0.083 -0.023
C -2.51720 -0.24580 2.36520 0.664 -0.643 0.061
C -2.97600 0.00040 3.65190 -0.041 0.061 -0.027
C -4.07750 0.81100 3.85790 -0.154 0.136 0.032
C -4.70970 1.36440 2.75700 0.106 -0.106 -0.074
F -5.76320 2.16620 2.94670 0.042 -0.072 -0.028
C -4.28890 1.10270 1.46290 -0.187 0.013 0.119
C -3.18080 0.29480 1.27390 -0.050 -0.160 0.061
H -4.63280 -4.15000 4.59940 -0.090 -0.023 0.003
H -3.70710 -2.36480 3.16420 -0.067 -0.024 0.020
H -0.06900 -4.59080 2.76340 0.056 -0.079 0.019
H -1.02660 -6.39000 4.16350 0.044 -0.080 0.023
H -0.42350 0.29410 4.68060 0.016 0.068 0.017
H 1.27630 0.40170 6.47290 0.001 0.068 0.111
H 3.34300 -2.91330 4.76120 0.095 -0.075 0.008
H 1.63310 -3.06000 2.98210 0.107 -0.042 -0.007
H -2.49080 -0.46160 4.49870 -0.015 -0.025 0.141
H -4.46320 0.99120 4.84980 -0.022 0.111 0.065
H -4.82920 1.52850 0.63090 -0.054 0.082 -0.072
H -2.83010 0.09330 0.26860 -0.048 0.024 -0.049

***

Record 2
104
Properties=species:S:1:pos:R:3:forces:R:3 method="wB97M-V/def2-TZVPD" total_charge=-1 homo_energy_ev=-1.97 lumo_ev=1.439
C -2.71637 -2.64741 3.71178 0.266 -0.152 -0.090
C -1.60437 -2.09930 2.79845 -0.302 -0.046 0.784
C -0.38325 -1.63649 3.60963 0.138 -0.277 -0.161
C 0.50230 -0.69805 2.79131 -0.490 0.574 0.611
C 1.94777 -0.43899 3.33059 0.297 -0.119 -0.732
C 2.23901 -1.06026 4.65295 0.455 -0.624 0.041
O 2.79437 -2.14128 4.79857 -0.515 0.830 -0.103
N 1.86519 -0.26790 5.82510 -0.220 -0.127 0.085
C 0.81732 -0.92047 6.62604 0.108 -0.269 -0.118
C 3.06170 0.00685 6.61282 -0.062 0.055 0.178
B -0.12929 0.70748 2.72807 0.135 -0.272 -0.202
C -0.93306 1.40376 3.92595 -0.111 -0.322 0.005
O 0.03525 1.53766 1.57064 0.054 0.451 0.376
H -3.18255 -1.83402 4.27527 -0.014 -0.059 -0.008
H -3.49246 -3.17908 3.15020 -0.025 0.097 0.031
H -2.29836 -3.35185 4.43969 -0.054 0.009 -0.029
H -1.30447 -2.86295 2.07502 0.022 0.230 -0.149
H -2.01406 -1.23443 2.27596 0.079 -0.068 -0.302
H 0.14386 -2.55222 3.92515 0.048 0.122 0.043
H -0.79280 -1.19102 4.54231 0.005 -0.042 -0.070
H 2.11729 0.63877 3.47434 0.090 -0.001 0.019
H 2.73632 -0.78068 2.63486 0.021 -0.117 0.099
H 0.61926 -1.93805 6.27369 0.042 0.096 0.056
H 1.13451 -1.00104 7.66885 -0.091 0.081 0.003
H -0.12008 -0.36280 6.56194 0.065 0.002 0.111
H 3.63218 -0.90332 6.84931 0.011 0.046 -0.043
H 3.70256 0.71826 6.08729 0.068 -0.079 -0.058
H 2.76062 0.46930 7.55707 0.029 0.051 -0.132
H -0.47246 1.12714 4.88146 -0.062 0.122 -0.013
H -1.00318 2.49101 3.84009 -0.034 -0.057 -0.024
H -1.95021 0.98550 3.94811 -0.004 0.145 0.031
H -0.61155 1.26482 0.91592 0.249 -0.164 -0.288
Cl 1.42585 0.03678 -1.73357 0.156 0.026 0.033
C 2.46584 -0.05113 -0.27412 -0.007 -0.099 0.035
C 3.49059 1.04417 -0.24933 0.034 0.011 0.046
Cl 4.74610 0.85612 -1.53376 0.018 0.027 -0.009
H 2.92387 -1.03706 -0.26206 0.019 0.008 -0.061
H 1.80727 0.03197 0.59173 -0.173 0.005 0.058
H 4.03236 1.03451 0.69393 -0.153 -0.080 -0.078
H 3.03901 2.02309 -0.38389 -0.016 -0.019 -0.051
Cl 4.84304 1.89564 2.91648 0.078 0.134 0.195
C 6.47659 1.24441 2.62640 -0.069 0.058 -0.038
C 7.02718 0.55449 3.84771 -0.141 0.022 0.095
Cl 7.37336 1.71939 5.16219 -0.011 -0.011 0.024
H 7.11753 2.06718 2.31582 -0.029 0.026 0.029
H 6.38699 0.54022 1.80352 0.011 -0.061 0.036
H 7.96344 0.06430 3.61423 0.096 -0.008 -0.038
H 6.32796 -0.18440 4.23307 -0.040 0.053 0.031
Cl -2.47656 -3.35006 -2.26140 0.003 -0.002 -0.005
C -3.53624 -2.52015 -1.08647 -0.040 -0.056 0.062
C -3.33514 -1.02686 -1.09430 -0.038 0.114 0.065
Cl -1.74426 -0.57228 -0.44179 -0.041 -0.076 -0.165
H -3.32821 -2.93525 -0.10297 0.078 0.005 -0.014
H -4.56045 -2.75256 -1.36712 0.057 -0.044 -0.031
H -4.09022 -0.56323 -0.45899 -0.006 -0.026 0.011
H -3.42490 -0.61918 -2.09881 0.025 -0.027 -0.016
Cl -7.52580 -4.25784 -3.32802 0.008 -0.005 0.007
C -8.60585 -3.42877 -2.17630 -0.066 -0.011 0.013
C -8.41436 -1.93515 -2.19282 0.118 0.007 0.037
Cl -6.82082 -1.46325 -1.53926 -0.108 0.075 -0.001
H -8.41437 -3.84216 -1.18947 0.034 -0.002 -0.005
H -9.62832 -3.66391 -2.46837 0.004 0.007 -0.022
H -9.16859 -1.46065 -1.56915 0.014 0.003 0.006
H -8.48388 -1.53024 -3.19724 0.034 -0.005 0.010
Cl -11.02068 -0.45620 -3.67553 -0.239 -0.022 -0.047
C -11.13302 1.31815 -3.51364 0.021 0.059 0.009
C -9.98362 1.99705 -4.21303 0.014 0.074 -0.030
Cl -8.44299 1.65777 -3.38748 0.066 -0.019 -0.011
H -11.13669 1.55256 -2.45245 0.005 -0.038 0.012
H -12.08169 1.62353 -3.95079 0.022 -0.019 -0.054
H -10.12750 3.07627 -4.19929 0.007 0.000 0.030
H -9.89033 1.66739 -5.24474 0.026 -0.021 0.009
Cl 11.65525 -2.10201 1.83841 0.034 -0.021 0.024
C 10.92969 -1.42139 0.35552 0.026 0.014 -0.074
C 9.81220 -0.46018 0.66542 -0.051 0.093 -0.018
Cl 8.39473 -1.28087 1.36498 0.130 -0.206 -0.149
H 10.58074 -2.25323 -0.25012 -0.018 -0.021 0.036
H 11.72226 -0.89927 -0.17739 0.007 0.010 0.023
H 9.47992 0.02006 -0.25351 -0.002 -0.027 -0.014
H 10.13306 0.30554 1.36797 0.005 -0.021 0.020
Cl 17.04401 -2.05420 2.43572 -0.001 -0.004 -0.003
C 15.39774 -2.56575 2.89952 -0.060 0.036 -0.023
C 15.40185 -3.84388 3.69654 -0.035 0.007 0.050
Cl 15.90105 -5.24846 2.71748 0.012 -0.002 0.004
H 14.81331 -2.67013 1.98955 0.022 -0.008 -0.016
H 14.97197 -1.76427 3.50042 0.012 -0.003 0.014
H 14.39454 -4.04645 4.05619 -0.009 -0.006 -0.025
H 16.07670 -3.77792 4.54586 0.025 -0.011 -0.017
Cl -7.67588 3.27563 -6.92099 -0.129 0.043 -0.029
C -5.96547 2.84190 -7.18181 0.074 -0.040 -0.010
C -5.27213 2.51297 -5.88418 0.026 -0.035 0.002
Cl -5.09516 3.94863 -4.84374 -0.007 -0.002 0.009
H -5.49143 3.67755 -7.68989 -0.029 0.032 0.027
H -5.95372 1.97419 -7.83880 -0.025 -0.016 0.023
H -4.27054 2.14019 -6.09113 0.007 0.018 -0.006
H -5.82246 1.76325 -5.32098 -0.022 0.024 0.015
Cl -9.26695 3.69428 -10.39375 -0.027 -0.037 -0.037
C -9.21310 5.45486 -10.13459 0.006 0.025 0.073
C -8.01141 6.08727 -10.78924 -0.014 0.037 -0.026
Cl -6.48229 5.60327 -10.01027 0.008 0.000 -0.013
H -9.21234 5.62808 -9.06116 0.033 -0.030 0.008
H -10.12217 5.87239 -10.56413 0.009 -0.006 -0.023
H -8.08131 7.17045 -10.70616 0.004 -0.001 0.021
H -7.94614 5.81388 -11.83909 0.017 -0.026 0.005

***

Record 3
3
Properties=species:S:1:pos:R:3:forces:R:3 method="wB97M-V/def2-TZVPD" smiles=O e_above_lowest_ev=0.091 homo_energy_ev=-11.66 lumo_ev=1.021
O 0.08318 -0.01470 0.43758 -0.442 0.018 -1.783
H 0.60426 0.28436 -0.32985 0.514 0.123 0.789
H -0.68744 -0.26966 -0.10773 -0.072 -0.140 0.995